(1)
# C4H5NO

C4H5NO in the gas phase (ωB97M-V/def2-TZVPD, the Open Molecules 2025 dataset).

Properties
orbital gap	0.3519	hartree
total charge	0
LUMO energy	0.035	Ha
HOMO level	-0.3168	hartree

Geometry (Å):
C -0.229 1.051 0.904
C 0.427 0.113 -0.102
O 1.455 0.260 -0.759
C -0.302 -1.132 -0.470
C 0.548 -1.540 -1.441
N 1.164 -2.203 -2.247
H 0.190 2.121 0.653
H 0.150 0.763 1.929
H -1.358 1.072 0.877
H -1.199 -1.651 0.037
H 1.423 -2.401 -3.222

(2)
# C32H61F5N7O6

4 unconnected molecules or ions with the total composition C32H61F5N7O6 (ωB97M-V/def2-TZVPD, the Open Molecules 2025 dataset).

Properties
orbital gap	0.2419	hartree
total charge	+1
LUMO energy	-0.116	Ha
HOMO level	-0.3574	hartree

Geometry (Å):
C 2.013 -6.023 -0.630
C 3.242 -5.710 -1.520
C 3.901 -6.971 -2.099
C 4.208 -4.798 -0.714
N 4.090 -3.376 -1.076
C 4.793 -2.814 -2.040
N 5.701 -3.576 -2.731
C 6.219 -2.736 -3.602
N 5.691 -1.514 -3.482
C 6.094 -0.431 -4.369
F 6.105 0.756 -3.783
F 7.362 -0.707 -4.713
C 5.244 -0.473 -5.711
F 4.113 -1.161 -5.519
F 5.035 0.717 -6.237
F 5.957 -1.182 -6.603
N 4.751 -1.536 -2.480
C 3.917 -0.460 -2.039
C 3.680 -0.346 -0.685
C 2.858 0.634 -0.189
C 2.242 1.529 -1.032
C 2.492 1.437 -2.388
C 3.307 0.448 -2.874
H 1.495 -5.071 -0.457
H 1.364 -6.793 -1.051
H 2.388 -6.367 0.344
H 2.870 -5.116 -2.368
H 3.376 -7.228 -3.029
H 4.953 -6.839 -2.372
H 3.815 -7.852 -1.454
H 5.247 -5.132 -0.715
H 3.888 -4.841 0.334
H 3.398 -2.846 -0.571
H 6.964 -3.095 -4.300
H 4.119 -1.026 0.042
H 2.674 0.671 0.881
H 1.559 2.324 -0.722
H 2.058 2.123 -3.107
H 3.460 0.405 -3.948
C 2.492 8.465 -1.511
O 3.066 8.098 -0.270
C 2.401 8.658 0.859
C 1.687 7.582 1.655
N 0.540 7.056 0.923
C -0.042 5.853 1.511
C 0.828 4.599 1.559
O 1.126 4.043 0.281
C 2.248 4.628 -0.366
H 3.156 8.113 -2.300
H 1.510 8.003 -1.654
H 2.400 9.551 -1.596
H 1.714 9.457 0.567
H 3.174 9.102 1.492
H 1.345 8.005 2.604
H 2.422 6.796 1.875
H 0.826 6.843 -0.023
H -0.933 5.618 0.923
H -0.387 6.085 2.523
H 0.253 3.831 2.084
H 1.743 4.740 2.143
H 3.009 4.970 0.338
H 1.941 5.453 -1.012
H 2.693 3.873 -1.010
C -4.040 5.424 1.205
O -3.798 6.684 1.805
C -4.785 7.661 1.479
C -5.624 8.011 2.692
N -6.490 6.901 3.075
C -7.140 7.070 4.373
C -6.249 7.134 5.613
O -5.581 5.919 5.913
C -4.358 5.721 5.230
H -3.169 4.794 1.383
H -4.915 4.937 1.648
H -4.181 5.524 0.125
H -5.410 7.337 0.642
H -4.245 8.557 1.160
H -6.240 8.884 2.462
H -4.934 8.282 3.501
H -5.941 6.052 3.102
H -7.817 6.222 4.498
H -7.764 7.969 4.340
H -6.904 7.326 6.468
H -5.541 7.969 5.583
H -3.837 6.660 5.031
H -4.519 5.178 4.294
H -3.721 5.098 5.859
C -3.556 -10.675 2.276
O -3.360 -11.197 0.975
C -4.430 -10.921 0.076
C -3.995 -9.944 -0.999
N -3.781 -8.610 -0.448
C -3.125 -7.684 -1.366
C -1.698 -8.007 -1.807
O -0.735 -7.927 -0.766
C -0.601 -9.103 0.018
H -2.763 -11.065 2.912
H -3.498 -9.581 2.284
H -4.518 -10.992 2.687
H -5.317 -10.561 0.605
H -4.692 -11.868 -0.402
H -4.768 -9.893 -1.772
H -3.080 -10.344 -1.455
H -3.214 -8.687 0.386
H -3.104 -6.710 -0.868
H -3.752 -7.568 -2.256
H -1.407 -7.243 -2.534
H -1.624 -8.966 -2.331
H -0.793 -10.010 -0.559
H -1.261 -9.066 0.887
H 0.423 -9.142 0.392

(3)
# C27H35BrMgNO4P2

A molecular structure, C27H35BrMgNO4P2 (ωB97M-V/def2-TZVPD, the Open Molecules 2025 dataset).

Properties
orbital gap	0.2974	hartree
total charge	+1
LUMO energy	-0.087	Ha
HOMO level	-0.3845	hartree

Geometry (Å):
Mg 0.327 -0.411 -0.050
C -0.519 -2.208 3.779
C 0.323 -1.593 2.689
O -0.159 -1.536 1.537
C 1.642 -1.109 3.009
C 2.262 -1.435 4.237
C 3.539 -1.037 4.521
C 4.252 -0.285 3.572
C 3.671 0.087 2.388
C 2.341 -0.284 2.070
O 1.801 0.128 0.972
H -1.499 -2.462 3.387
H -0.625 -1.512 4.612
H -0.048 -3.115 4.159
H 1.733 -2.042 4.960
H 4.000 -1.299 5.463
H 5.274 0.006 3.780
H 4.213 0.680 1.661
C -3.192 -0.326 1.773
P -1.876 0.642 0.904
C -1.389 1.855 2.208
C -2.959 1.521 -0.281
C -3.599 2.724 0.001
C -4.409 3.336 -0.943
C -4.584 2.743 -2.183
C -3.975 1.530 -2.466
C -3.168 0.893 -1.525
P -2.353 -0.731 -1.849
C -2.684 -0.960 -3.647
C -3.638 -1.917 -1.222
H -3.544 0.223 2.645
H -2.815 -1.299 2.084
H -4.029 -0.473 1.097
H -1.843 2.834 2.077
H -0.304 1.973 2.194
H -1.676 1.465 3.183
H -3.473 3.195 0.966
H -4.892 4.275 -0.710
H -5.199 3.224 -2.932
H -4.136 1.088 -3.440
H -2.231 -0.165 -4.240
H -3.754 -1.013 -3.845
H -2.229 -1.902 -3.954
H -4.623 -1.452 -1.233
H -3.400 -2.261 -0.218
H -3.649 -2.787 -1.877
O 5.277 -3.247 -2.176
C 4.067 -2.842 -1.790
C 3.583 -2.976 -0.490
C 2.326 -2.501 -0.205
N 1.525 -1.896 -1.097
C 1.986 -1.833 -2.353
Br 0.840 -1.268 -3.738
C 3.230 -2.278 -2.749
H 5.762 -3.666 -1.457
H 4.181 -3.440 0.283
H 1.928 -2.594 0.797
H 3.550 -2.215 -3.778
C 2.361 2.947 -1.245
C 1.057 3.379 -1.921
C 0.122 2.215 -1.597
O 0.969 1.076 -1.315
C 2.341 1.459 -1.533
H 2.325 3.121 -0.168
H 3.243 3.435 -1.655
H 1.207 3.458 -2.998
H 0.665 4.325 -1.554
H -0.555 1.969 -2.418
H -0.470 2.427 -0.705
H 2.608 1.277 -2.579
H 2.967 0.863 -0.876

(4)
# C21H22N2O3S

C21H22N2O3S in the gas phase (ωB97M-V/def2-TZVPD, the Open Molecules 2025 dataset).

Properties
orbital gap	0.3088	hartree
total charge	0
LUMO energy	0.008	Ha
HOMO level	-0.3011	hartree

Geometry (Å):
C 4.094 4.065 -1.553
C 2.984 3.162 -1.115
C 1.975 2.813 -2.022
C 0.949 1.981 -1.650
C 0.888 1.461 -0.352
C -0.131 0.568 0.089
C -0.140 0.049 1.337
C -1.169 -0.934 1.818
N -1.405 -2.035 0.900
C -2.766 -2.515 0.789
C -3.668 -1.673 -0.122
C -3.152 -1.500 -1.551
C -3.833 -0.202 -1.977
C -3.915 0.580 -0.660
O -3.824 -0.358 0.400
C -0.434 -2.707 0.235
O -0.685 -3.584 -0.575
C 0.967 -2.329 0.542
C 1.643 -2.436 1.721
C 3.005 -2.083 1.606
C 3.345 -1.724 0.343
S 2.018 -1.835 -0.744
C 0.881 0.439 2.310
O 0.928 0.054 3.465
N 1.837 1.304 1.830
C 1.899 1.812 0.562
C 2.936 2.658 0.169
H 3.691 5.004 -1.931
H 4.772 4.282 -0.732
H 4.660 3.600 -2.359
H 2.015 3.207 -3.027
H 0.178 1.712 -2.357
H -0.891 0.279 -0.622
H -0.854 -1.301 2.803
H -2.127 -0.418 1.933
H -3.209 -2.550 1.788
H -2.720 -3.525 0.372
H -4.657 -2.161 -0.140
H -3.409 -2.348 -2.180
H -2.067 -1.395 -1.547
H -3.280 0.340 -2.740
H -4.835 -0.411 -2.353
H -4.857 1.132 -0.565
H -3.088 1.294 -0.559
H 1.190 -2.750 2.643
H 3.691 -2.094 2.434
H 4.299 -1.403 -0.028
H 2.562 1.562 2.490
H 3.706 2.914 0.884